Record 1
{
  "formula": "C20H24FN3O3S2",
  "method": "ωB97M-V/def2-TZVPD",
  "elements": ["C", "C", "C", "C", "C", "N", "C", "H", "C", "H", "H", "C", "O", "C", "C", "H", "C", "H", "N", "C", "H", "F", "H", "H", "N", "C", "O", "H", "H", "H", "O", "S", "H", "C", "H", "C", "H", "C", "H", "C", "H", "H", "C", "H", "C", "C", "H", "H", "H", "H", "H", "H", "S"],
  "positions_angstrom": [[5.4381, -0.9771, -0.0379], [2.9917, 1.5097, 1.0437], [-4.4790, 1.2346, -0.1440], [-4.5929, -2.6422, -0.8254], [-0.0214, 0.5521, -0.4397], [1.3280, 0.5016, -0.4315], [-3.7293, -2.2075, 0.3598], [-5.0525, 1.6042, -2.1733], [5.9281, 1.1094, 1.0334], [-3.0242, -1.4319, 0.0603], [4.7602, -1.7647, -0.3240], [4.9883, 0.1271, 0.6939], [-7.0537, 0.9465, -0.2706], [-4.7739, -1.6664, 1.3362], [7.6527, -0.0929, -0.0862], [-4.3954, -0.9219, 2.0359], [7.2472, 1.0091, 0.6443], [-4.9798, -3.6471, -0.6551], [-5.8031, -1.0653, 0.5058], [6.7607, -1.0911, -0.4232], [-6.7092, -2.1047, -1.0622], [8.9446, -0.1955, -0.4727], [-5.5868, -0.8315, -1.5580], [-0.2759, 2.4931, -1.3574], [3.6807, 0.2433, 1.1521], [-2.1316, 1.8108, -0.5859], [-0.7031, -0.4544, -0.4320], [1.2277, -1.5624, -0.3798], [3.6914, 2.3385, 1.1247], [2.6880, -0.8924, -1.1616], [-5.9861, 0.9550, 1.9616], [-5.9639, 0.5810, 0.5808], [2.2664, 1.5795, 1.8616], [-2.9169, 1.9097, -1.6953], [7.0983, -1.9445, -0.9896], [-4.2648, 1.5786, -1.4429], [-3.1637, -3.0336, 0.7851], [1.9909, -0.7857, -0.3239], [3.2592, -1.8022, 1.1263], [-0.6533, 1.9518, -0.4879], [2.9847, 1.5412, -1.1155], [-5.2271, -2.4828, 1.9088], [2.2483, 1.6067, -0.3042], [-4.0434, -2.6349, -1.7641], [-5.7503, -1.6338, -0.8337], [2.7440, -0.8500, 1.0115], [7.9636, 1.7695, 0.9115], [1.7337, 2.5615, -0.3779], [5.6320, 1.9552, 1.6335], [2.0146, -0.7605, 1.8245], [-0.3867, 2.4913, 0.4232], [-2.5480, 2.2045, -2.6615], [-3.0472, 1.3116, 0.7980]],
  "atomic_forces_ev_per_a": [[-0.2, 0.1, 0.1], [-0.1, 0.2, -0.4], [-0.4, -0.2, 0.5], [0.0, 0.1, 0.1], [0.0, 0.3, -0.1], [0.3, -0.2, 0.0], [-0.1, 0.0, 0.0], [-0.2, 0.0, -0.1], [-0.1, -0.1, -0.1], [0.0, 0.0, 0.0], [-0.1, 0.0, 0.0], [0.4, -0.1, -0.1], [0.2, -0.1, -0.3], [0.5, -0.3, 0.5], [-0.1, -0.1, 0.0], [0.1, -0.2, 0.1], [0.2, -0.2, -0.2], [0.0, 0.0, -0.1], [-0.3, 1.1, 0.2], [0.4, 0.2, 0.0], [0.1, 0.1, -0.1], [-0.1, 0.0, 0.0], [0.0, -0.2, -0.1], [0.0, 0.1, 0.1], [-0.3, 0.0, 0.4], [-0.3, -0.1, 0.3], [-0.2, -0.2, 0.0], [0.1, 0.1, 0.0], [0.0, 0.0, 0.1], [0.0, 0.0, 0.0], [0.3, -0.1, 0.0], [-0.2, 0.0, -0.1], [0.0, 0.1, 0.0], [0.2, 0.1, 0.3], [0.1, -0.1, -0.1], [-0.3, -0.1, 0.1], [0.1, 0.0, 0.0], [0.0, -0.4, 0.2], [0.0, 0.0, 0.0], [-0.2, -0.3, 0.1], [-0.1, 0.1, 0.0], [0.1, 0.1, 0.0], [0.2, 0.3, 0.3], [0.0, -0.1, 0.0], [-0.3, -0.2, -0.7], [-0.1, -0.1, -0.3], [0.1, 0.1, 0.0], [0.0, 0.0, -0.1], [0.0, 0.1, 0.1], [0.0, -0.1, -0.1], [0.1, 0.1, -0.1], [0.1, 0.1, -0.2], [0.2, 0.3, -0.5]],
  "mulliken_charge": [-0.248, -0.920, -0.229, -0.665, 0.964, 0.057, 0.207, 0.567, -0.255, -0.311, 0.270, 0.701, -0.704, -0.917, 0.302, 0.375, -0.688, 0.313, -0.024, -0.845, 0.351, -0.335, 0.194, 0.472, 0.057, 0.323, -0.666, 0.380, 0.348, 0.370, -0.660, 1.175, 0.347, -0.901, 0.418, -0.234, 0.480, -0.616, 0.546, -0.930, 0.202, 0.352, -0.791, 0.357, -0.500, -1.241, 0.418, 0.540, 0.426, 0.410, 0.398, 0.466, -0.107],
  "charge": 0,
  "molar_mass_g_mol": 437.56,
  "e_lumo_ev": 0.294,
  "homo_lumo_gap_ev": 8.33,
  "relative_energy_kcal_mol": 0.0,
  "smiles": "O=C(Cc1ccc(S(=O)(=O)N2CCCC2)s1)N1CCN(c2ccc(F)cc2)CC1"
}

=====

Record 2
{
  "formula": "C7H14O4",
  "method": "ωB97M-V/def2-TZVPD",
  "elements": ["C", "H", "H", "O", "H", "H", "H", "C", "O", "H", "H", "C", "H", "H", "H", "O", "C", "H", "H", "C", "C", "C", "O", "H", "H"],
  "positions_angstrom": [[-1.7956, 2.2540, -0.7430], [0.2573, -3.0155, 1.2786], [-2.7072, 3.0114, -0.7899], [-1.4794, 2.2480, 0.7603], [-2.2980, 1.4622, -1.3331], [1.3132, -2.0756, -0.8860], [-1.0003, -1.9062, -0.1126], [1.8247, 0.0208, 0.3045], [0.3125, -0.3223, -1.6996], [0.8209, 1.4441, -1.1324], [0.8108, -1.6773, 2.6890], [-0.3734, -1.1104, 0.3665], [-0.8629, 2.5348, -1.3465], [-0.1701, 0.9380, 1.9438], [2.6447, 0.5187, -0.2277], [0.6114, -1.7499, -2.5329], [-0.5640, 1.1500, 0.8181], [1.4727, 2.0774, 0.4812], [1.8468, -0.3507, 1.4261], [0.9218, 1.2698, 0.1250], [0.7530, -1.0390, -0.6106], [-0.0344, -1.9603, 1.7471], [-1.0530, 0.0172, 0.3576], [-0.2971, -1.7234, -3.2832], [-0.9544, -2.0156, 2.3996]],
  "atomic_forces_ev_per_a": [[-1.8, 3.4, -0.1], [-0.6, 2.2, 1.5], [2.5, -0.8, 0.0], [0.9, -3.1, -3.7], [0.7, -0.8, 1.5], [-1.4, 2.7, 1.3], [-0.4, 0.8, 0.5], [-3.6, -0.3, -0.8], [1.2, -4.8, -3.2], [0.3, -0.3, 3.6], [-2.0, -0.5, -3.4], [1.0, -5.6, 0.7], [-1.6, 0.1, 1.1], [-1.4, 1.0, -1.7], [0.9, -1.7, 0.5], [-5.8, 2.9, -4.6], [5.6, 1.7, 3.6], [0.5, 1.9, 0.8], [0.6, 0.9, -2.6], [-2.5, 0.5, -2.4], [5.5, 0.5, 4.7], [1.2, -0.2, 1.2], [-4.7, 0.1, -0.4], [4.1, -0.1, 3.1], [0.7, -0.3, -1.2]],
  "mulliken_charge": [-0.674, 0.310, 0.321, -0.409, 0.256, 0.255, 0.171, -0.499, -0.297, 0.185, 0.239, -0.092, 0.249, 0.271, 0.450, -0.481, 0.446, 0.469, 0.121, -0.958, 0.417, -1.121, -0.317, 0.339, 0.347],
  "charge": 0,
  "molar_mass_g_mol": 162.18,
  "e_lumo_ev": -0.490,
  "homo_lumo_gap_ev": 8.57,
  "relative_energy_kcal_mol": 233.2
}